Density functional theory data (ωB97M-V/def2-TZVPD) for a 5-piece molecular cluster, C45H93BF2I4NO17 overall in a non-equilibrium geometry.

charge: +1
F_max: 4.1 eV Å⁻¹
gap between HOMO and LUMO: 6.717 eV
HOMO: -10.365 eV
DFT total energy: -122967.411 eV

Last columns: bonded neighbours and bond lengths (Å).
Cartesian coordinates (Å):
1 C 5.9647 0.1813 1.4705  C2 1.524, H35 1.080, H36 1.082, H37 1.082
2 C 4.9125 0.7243 0.5107  C1 1.524, C3 1.545, H38 1.083, H39 1.079
3 C 3.9406 -0.4093 0.1125  C2 1.545, C4 1.540, H40 1.073, H41 1.083
4 C 2.4730 0.0525 0.1743  C3 1.540, C5 1.536, H42 1.086, H43 1.076
5 C 1.5049 -0.1501 -1.0008  C4 1.536, O6 1.390, O10 1.428, C28 1.554
6 O 2.0442 0.5502 -2.0732  C5 1.390, C7 1.410
7 C 2.9353 0.0351 -3.0373  O6 1.410, C8 1.528, H44 1.085, H45 1.078
8 C 2.9723 1.0283 -4.1984  C7 1.528, C9 1.520, H46 1.079, H47 1.081
9 C 3.4350 0.3406 -5.4720  C8 1.520, H48 1.078, H49 1.083, H50 1.081
10 O 0.3087 0.6138 -0.8458  C5 1.428, C11 1.425
11 C -0.5090 0.4494 0.3093  O10 1.425, C12 1.522, C16 1.592, C20 1.545
12 C -1.8911 0.8945 -0.1485  C11 1.522, B13 1.584, H51 1.079, H52 1.080
13 B -2.3721 0.3406 -1.5523  C12 1.584, O14 1.359, O15 1.361
14 O -2.4371 1.1628 -2.6321  B13 1.359, H53 0.964
15 O -2.7912 -0.9374 -1.7636  B13 1.361, H54 0.968
16 C -0.0675 1.5398 1.3821  C11 1.592, I17 2.178, C18 1.532, H55 1.078
17 I 0.6823 3.3316 0.3970  C16 2.178
18 C -1.1567 2.0455 2.3328  C16 1.532, C19 1.539, H56 1.076, H57 1.080
19 C -0.5746 2.3693 3.7205  C18 1.539, H58 1.078, H59 1.084, H60 1.077
20 C -0.5019 -0.9853 0.8822  C11 1.545, F21 1.374, C22 1.541, N26 1.513
21 F -1.8001 -1.4319 0.8175  C20 1.374
22 C -0.2723 -1.0710 2.4032  C20 1.541, C23 1.549, H61 1.082, H62 1.076
23 C -0.8587 -2.3599 3.0319  C22 1.549, C24 1.516, F25 1.356, H63 1.082
24 C 0.1080 -2.8982 4.0685  C23 1.516, H64 1.080, H65 1.079, H66 1.081
25 F -2.0459 -2.0459 3.6067  C23 1.356
26 N 0.2796 -2.0186 0.1011  C20 1.513, O27 1.383, C28 1.558, H67 1.028
27 O 1.0960 -2.8239 0.8735  N26 1.383, H68 0.971
28 C 0.9751 -1.5931 -1.2270  C5 1.554, N26 1.558, I29 2.240, C30 1.499
29 I 2.6735 -3.0138 -1.5685  C28 2.240
30 C 0.0954 -1.8209 -2.4187  C28 1.499, I31 2.140, C32 1.323
31 I -0.2562 -0.3343 -3.9175  C30 2.140, I34 3.401
32 C -0.5121 -2.9746 -2.6415  C30 1.323, C33 1.497, I34 2.134
33 C -0.4512 -4.2245 -1.8198  C32 1.497, H69 1.085, H70 1.080, H71 1.080
34 I -1.7786 -3.3491 -4.3176  I31 3.401, C32 2.134
35 H 6.5776 0.9629 1.8955  C1 1.080
36 H 6.5971 -0.5401 0.9701  C1 1.082
37 H 5.4745 -0.3693 2.2629  C1 1.082
38 H 4.4021 1.5137 1.0477  C2 1.083
39 H 5.3981 1.1052 -0.3747  C2 1.079
40 H 4.2969 -0.8358 -0.8056  C3 1.073
41 H 4.0920 -1.1692 0.8686  C3 1.083
42 H 2.0647 -0.2688 1.1283  C4 1.086
43 H 2.5061 1.1231 0.2776  C4 1.076
44 H 3.9762 -0.0614 -2.7467  C7 1.085
45 H 2.6501 -0.8983 -3.4959  C7 1.078
46 H 1.9978 1.4568 -4.3744  C8 1.079
47 H 3.6760 1.8162 -3.9680  C8 1.081
48 H 3.2213 0.9694 -6.3217  C9 1.078
49 H 2.8893 -0.5785 -5.6466  C9 1.083
50 H 4.4950 0.1265 -5.4634  C9 1.081
51 H -1.8995 1.9669 -0.2632  C12 1.079
52 H -2.6614 0.6775 0.5773  C12 1.080
53 H -2.0371 2.0113 -2.4105  O14 0.964
54 H -3.4208 -0.8875 -2.4975  O15 0.968
55 H 0.7637 1.2169 1.9887  C16 1.078
56 H -1.6244 2.9530 1.9927  C18 1.076
57 H -1.9366 1.3215 2.5173  C18 1.080
58 H -1.4168 2.4153 4.3922  C19 1.078
59 H -0.0003 1.5099 4.0477  C19 1.084
60 H -0.0027 3.2813 3.7273  C19 1.077
61 H 0.7733 -1.0595 2.6799  C22 1.082
62 H -0.7987 -0.2825 2.9132  C22 1.076
63 H -0.9788 -3.1514 2.3041  C23 1.082
64 H 0.3359 -2.1690 4.8316  C24 1.080
65 H -0.2699 -3.8291 4.4620  C24 1.079
66 H 1.0157 -3.1319 3.5295  C24 1.081
67 H -0.4567 -2.6675 -0.2054  N26 1.028
68 H 1.7218 -2.2821 1.3820  O27 0.971
69 H -1.4610 -4.5261 -1.5631  C33 1.085
70 H -0.0759 -5.0267 -2.4382  C33 1.080
71 H 0.1335 -4.2281 -0.9113  C33 1.080
72 C -1.0578 -11.1955 -0.5557  O73 1.412, H81 1.095, H82 1.090, H83 1.094
73 O -1.6523 -10.3321 -1.5024  C72 1.412, C74 1.420
74 C -2.4530 -10.9929 -2.4713  O73 1.420, C75 1.514, H84 1.094, H85 1.097
75 C -3.7546 -10.2636 -2.7281  C74 1.514, O76 1.419, H86 1.093, H87 1.091
76 O -4.6940 -10.2936 -1.6654  C75 1.419, C77 1.416
77 C -4.4124 -9.5856 -0.4712  O76 1.416, C78 1.515, H88 1.091, H89 1.093
78 C -4.4132 -8.0757 -0.5893  C77 1.515, O79 1.420, H90 1.098, H91 1.095
79 O -3.3072 -7.5995 -1.3421  C78 1.420, C80 1.409
80 C -3.6193 -6.5724 -2.2543  O79 1.409, H92 1.094, H93 1.091, H94 1.098
81 H -0.1407 -11.6396 -0.9563  C72 1.095
82 H -0.8049 -10.5998 0.3216  C72 1.090
83 H -1.7455 -11.9860 -0.2410  C72 1.094
84 H -2.6660 -12.0225 -2.1680  C74 1.094
85 H -1.8817 -11.0221 -3.4079  C74 1.097
86 H -4.2494 -10.7813 -3.5534  C75 1.093
87 H -3.5769 -9.2425 -3.0688  C75 1.091
88 H -3.4928 -9.9444 -0.0062  C77 1.091
89 H -5.2252 -9.8498 0.2096  C77 1.093
90 H -4.3447 -7.6486 0.4195  C78 1.098
91 H -5.3594 -7.7523 -1.0349  C78 1.095
92 H -4.5771 -6.7463 -2.7534  C80 1.094
93 H -2.8400 -6.5589 -3.0178  C80 1.091
94 H -3.6351 -5.5995 -1.7459  C80 1.098
95 C -4.3019 2.4535 -9.9615  O96 1.413, H104 1.095, H105 1.090, H106 1.094
96 O -4.6257 2.4749 -8.5865  C95 1.413, C97 1.419
97 C -6.0170 2.4262 -8.3136  O96 1.419, C98 1.514, H107 1.094, H108 1.097
98 C -6.3388 1.4808 -7.1761  C97 1.514, O99 1.420, H109 1.093, H110 1.091
99 O -6.1575 0.1005 -7.4565  C98 1.420, C100 1.416
100 C -4.8461 -0.3997 -7.6433  O99 1.416, C101 1.515, H111 1.091, H112 1.093
101 C -3.9679 -0.4094 -6.4088  C100 1.515, O102 1.417, H113 1.100, H114 1.096
102 O -3.5997 0.8977 -6.0036  C101 1.417, C103 1.411
103 C -3.6621 1.1197 -4.6115  O102 1.411, H115 1.098, H116 1.090, H117 1.093
104 H -4.3837 3.4549 -10.3957  C95 1.095
105 H -3.2696 2.1155 -10.0522  C95 1.090
106 H -4.9369 1.7558 -10.5160  C95 1.094
107 H -6.5821 2.1322 -9.2036  C97 1.094
108 H -6.3336 3.4362 -8.0241  C97 1.097
109 H -7.4064 1.5864 -6.9688  C98 1.093
110 H -5.8183 1.7689 -6.2616  C98 1.091
111 H -4.3476 0.0964 -8.4773  C100 1.091
112 H -4.9837 -1.4422 -7.9427  C100 1.093
113 H -3.0469 -0.9628 -6.6430  C101 1.100
114 H -4.4907 -0.9378 -5.6030  C101 1.096
115 H -4.5434 0.6405 -4.1661  C103 1.098
116 H -3.7433 2.1938 -4.4479  C103 1.090
117 H -2.7527 0.7569 -4.1251  C103 1.093
118 C -6.2232 7.2209 5.6951  O119 1.413, H127 1.095, H128 1.089, H129 1.095
119 O -6.0914 5.9140 6.2153  C118 1.413, C120 1.415
120 C -5.6913 4.9434 5.2666  O119 1.415, C121 1.515, H130 1.095, H131 1.098
121 C -4.6370 4.0077 5.8214  C120 1.515, O122 1.421, H132 1.094, H133 1.090
122 O -3.3571 4.5831 6.0429  C121 1.421, C123 1.422
123 C -3.2137 5.5511 7.0746  O122 1.422, C124 1.515, H134 1.090, H135 1.093
124 C -3.3808 5.0348 8.4888  C123 1.515, O125 1.416, H136 1.097, H137 1.096
125 O -4.7215 4.6768 8.7688  C124 1.416, C126 1.412
126 C -4.8681 3.4715 9.4892  O125 1.412, H138 1.095, H139 1.090, H140 1.095
127 H -7.1963 7.3498 5.2106  C118 1.095
128 H -6.1528 7.9165 6.5306  C118 1.089
129 H -5.4217 7.4576 4.9880  C118 1.095
130 H -5.3155 5.4172 4.3533  C120 1.095
131 H -6.5775 4.3498 5.0059  C120 1.098
132 H -4.4695 3.2347 5.0648  C121 1.094
133 H -4.9948 3.4908 6.7123  C121 1.090
134 H -3.8516 6.4162 6.8928  C123 1.090
135 H -2.1837 5.9053 6.9842  C123 1.093
136 H -3.0906 5.8326 9.1842  C124 1.097
137 H -2.7066 4.1849 8.6420  C124 1.096
138 H -4.1636 2.7073 9.1445  C126 1.095
139 H -5.8788 3.1033 9.3148  C126 1.090
140 H -4.7344 3.6416 10.5622  C126 1.095
141 C 10.3717 5.8522 -0.3718  O142 1.412, H150 1.095, H151 1.090, H152 1.095
142 O 10.0060 5.8279 0.9919  C141 1.412, C143 1.416
143 C 8.6125 5.7279 1.2233  O142 1.416, C144 1.514, H153 1.095, H154 1.098
144 C 8.2888 4.7448 2.3289  C143 1.514, O145 1.421, H155 1.094, H156 1.090
145 O 8.5212 3.3761 2.0236  C144 1.421, C146 1.421
146 C 9.8612 2.9323 1.8565  O145 1.421, C147 1.515, H157 1.090, H158 1.094
147 C 10.7196 2.9451 3.1048  C146 1.515, O148 1.415, H159 1.098, H160 1.096
148 O 11.0224 4.2611 3.5272  C147 1.415, C149 1.412
149 C 10.9320 4.4647 4.9218  O148 1.412, H161 1.095, H162 1.090, H163 1.095
150 H 10.2702 6.8614 -0.7835  C141 1.095
151 H 11.4165 5.5502 -0.4381  C141 1.090
152 H 9.7767 5.1484 -0.9629  C141 1.095
153 H 8.0819 5.4387 0.3098  C143 1.095
154 H 8.2553 6.7201 1.5282  C143 1.098
155 H 7.2122 4.8124 2.5087  C144 1.094
156 H 8.7731 5.0259 3.2642  C144 1.090
157 H 10.3502 3.4591 1.0365  C146 1.090
158 H 9.7730 1.8889 1.5414  C146 1.094
159 H 11.6652 2.4355 2.8790  C147 1.098
160 H 10.2091 2.3853 3.8962  C147 1.096
161 H 10.0705 3.9426 5.3507  C149 1.095
162 H 10.7991 5.5327 5.0916  C149 1.090
163 H 11.8495 4.1389 5.4219  C149 1.095